This record from the OMol25 dataset describes C30H47BO2P2Ru as an isolated structure in a non-equilibrium geometry. The level of theory is wB97M-V/def2-TZVPD.

Energy above the lowest of the compared OMol25 structures with the same formula, charge and spin, eV: 0.000
LUMO (spin up / spin down), eV: -1.7 / -4.9
Total charge: +1
2S+1: 6
F_max, eV Å⁻¹: 9.41

Each line ends with the Löwdin charge.
CARTESIAN COORDINATES (ANGSTROEM)
Ru -0.09293 -0.19385 -0.01131  0.844
C 0.47837 0.80415 -1.94272  -0.304
C -0.35045 1.79658 -1.29677  -0.256
C 1.55129 1.48542 0.01273  -0.279
C 1.68876 0.65845 -1.16176  -0.290
C 0.32257 2.22449 -0.10338  -0.237
C 0.21355 0.15800 -3.25599  -0.042
H -0.82408 0.31490 -3.55100  0.060
H 0.40276 -0.92418 -3.22297  0.076
H 0.84900 0.57781 -4.04839  0.100
C 2.89891 -0.11065 -1.55399  -0.019
H 2.63380 -1.07220 -2.02499  0.093
H 3.53848 -0.31687 -0.68432  0.086
H 3.50281 0.46031 -2.28171  0.104
C 2.58466 1.63312 1.07091  -0.021
H 3.25086 2.47850 0.84573  0.101
H 3.20909 0.73338 1.14482  0.078
H 2.12971 1.81442 2.05210  0.083
C -0.18117 3.23260 0.86202  -0.033
H 0.34461 4.18985 0.74681  0.103
H -0.04512 2.92039 1.91017  0.070
H -1.24464 3.43070 0.69467  0.073
C -1.63902 2.31223 -1.81596  -0.034
H -1.52515 3.29082 -2.29761  0.104
H -2.37400 2.42973 -1.01204  0.071
H -2.06355 1.63006 -2.55908  0.067
C -5.16658 -4.44089 -0.77775  -0.116
C -5.56018 -3.64408 -1.77940  -0.128
C -6.92696 -3.01675 -1.88811  -0.177
C -7.51642 -2.44174 -0.56546  -0.195
C -6.50235 -1.77551 0.31705  -0.114
C -5.77927 -2.37923 1.26850  -0.154
C -5.82915 -3.84217 1.61715  -0.175
C -6.00854 -4.81161 0.41046  -0.186
H -7.64814 -3.75263 -2.29458  0.123
H -8.11144 -3.20827 -0.04183  0.109
H -6.88810 -2.18076 -2.61267  0.111
H -7.07803 -4.93072 0.17012  0.108
H -4.17909 -4.92134 -0.80710  0.101
H -4.92839 -3.51838 -2.66580  0.100
H -5.66286 -5.80059 0.75596  0.114
H -4.88831 -4.12680 2.12919  0.107
H -5.16350 -1.77378 1.94230  0.089
H -6.64929 -4.02273 2.33780  0.122
H -8.22678 -1.65384 -0.87182  0.111
H -6.40837 -0.69227 0.16017  0.111
P -1.53668 -1.90268 -0.58608  0.789
P -1.28714 -0.23228 1.98922  0.788
C -2.53656 -2.46090 0.86080  -0.358
C -2.06009 -1.88787 2.19622  -0.349
H -2.50136 -3.56332 0.86474  0.094
H -3.58515 -2.18881 0.66360  0.049
H -2.89356 -1.78458 2.91120  0.088
H -1.31500 -2.54985 2.66762  0.102
C -0.41080 0.22075 3.48974  -0.213
H -0.19322 1.29673 3.49129  0.047
H 0.53692 -0.32462 3.54269  0.041
H -1.01612 -0.02149 4.37132  0.064
C -2.62861 0.97216 1.79029  -0.222
H -3.47307 0.71701 2.44351  0.056
H -2.97153 1.00478 0.74682  0.032
H -2.25097 1.96676 2.06258  0.038
C -0.79370 -3.38816 -1.28011  -0.214
H -0.32882 -3.13322 -2.24345  0.059
H -1.56734 -4.15247 -1.43143  0.056
H -0.01263 -3.75400 -0.60285  0.045
C -2.71210 -1.27781 -1.81316  -0.218
H -2.99201 -0.24496 -1.57047  0.034
H -3.61322 -1.90523 -1.84563  0.023
H -2.21661 -1.29240 -2.79298  0.048
O 1.75550 -2.74123 0.23845  0.079
B 1.13617 -1.59672 0.85384  -0.575
O 1.71644 -1.46676 2.16448  0.064
C 2.69448 -2.41112 2.26972  -0.221
C 3.76048 -2.35643 3.14711  0.001
C 4.92593 -3.00774 2.73365  -0.068
C 4.95631 -3.78275 1.56833  -0.067
C 3.82228 -3.95771 0.77335  0.001
C 2.72138 -3.18573 1.10148  -0.214
H 3.69661 -1.78422 4.07067  0.124
H 5.82508 -2.89695 3.34222  0.111
H 5.88569 -4.26859 1.28118  0.110
H 3.81097 -4.62559 -0.08885  0.125

Cartesian forces (eV/Å) of the 2 atoms listed first:
Ru -0.05 1.44 -0.02
C 0.23 0.33 0.60